Entry 1:
Molecular formula: C18H22BrClN4O2Os
Method: DFT, ωB97M-V/def2-TZVPD

Geometry as XYZ:
```
49
Properties=species:S:1:pos:R:3:forces:R:3:nbo_charge:R:1
Os 0.1147 0.0679 -0.0089 -0.48 -3.15 -1.11 1.065
Br 2.4272 0.5619 -2.2991 -0.09 -0.17 0.25 0.147
C 3.0891 0.1046 -0.5816 0.11 0.18 -0.11 0.160
C 4.4379 -0.0814 -0.3504 -0.22 0.07 -0.17 -0.253
C 4.8555 -0.3362 0.9511 -0.33 -0.03 0.16 -0.096
C 3.9113 -0.3489 1.9717 0.04 0.04 -0.45 -0.194
C 2.5801 -0.1845 1.6367 -0.65 0.02 1.10 0.118
N 2.1628 0.0194 0.3802 -0.05 0.15 -0.71 -0.483
C 1.4749 -0.1617 2.7461 2.54 0.14 -0.68 0.746
O 1.8517 -0.0360 3.8827 -0.40 -0.13 0.18 -0.563
O 0.2981 -0.2346 2.2874 -2.62 0.18 -2.56 -0.695
H 5.1309 -0.0107 -1.1745 0.06 -0.04 0.00 0.264
H 5.8981 -0.5185 1.1630 0.09 0.07 -0.01 0.256
H 4.1680 -0.4809 3.0127 -0.04 -0.04 0.01 0.280
Cl -1.1965 5.0808 -2.6159 0.09 -0.08 -0.02 0.091
C -0.4379 4.3090 -1.2857 0.22 -0.31 0.39 -0.064
C 0.1345 5.0458 -0.2477 -0.07 -0.13 -0.12 -0.146
C 0.6839 4.3718 0.8298 -0.05 -0.13 -0.15 -0.207
C 0.6144 2.9882 0.8601 0.15 0.55 0.23 0.051
N 0.0957 2.2825 -0.1448 0.10 0.15 1.25 -0.539
C -0.3932 2.9199 -1.2092 -0.11 0.33 -0.32 -0.004
H 0.1468 6.1230 -0.2880 -0.03 0.14 -0.05 0.261
H 1.1546 4.9024 1.6436 -0.04 0.06 0.04 0.260
H 0.9796 2.4365 1.7160 0.00 -0.04 0.01 0.226
H -0.7358 2.3097 -2.0383 -0.11 0.06 0.02 0.211
C 0.0595 -1.7474 -0.8976 1.87 2.14 3.44 -0.416
H 0.0779 -2.6727 -0.3259 -0.68 -0.43 -0.27 0.187
H 0.4332 -1.8952 -1.9074 -0.50 0.22 -0.46 0.189
C -4.4224 0.9704 0.9698 0.19 0.76 0.52 -0.254
C -2.9101 1.1992 0.7418 0.01 0.37 0.22 -0.257
N -2.3246 0.0483 0.0411 1.38 0.20 -0.11 -0.424
C -2.9026 -0.0185 -1.3077 0.06 -0.07 -0.33 -0.249
C -4.4451 -0.0188 -1.2347 0.17 0.15 -0.91 -0.256
N -4.8336 -0.2137 0.1806 -0.67 -0.08 0.02 -0.331
C -4.1874 -1.4325 0.7239 0.32 -0.73 0.31 -0.256
C -2.6688 -1.1764 0.7817 0.17 -0.40 0.24 -0.263
H -5.0000 1.8388 0.6447 -0.04 -0.21 -0.01 0.251
H -4.6475 0.7886 2.0224 -0.04 -0.12 -0.14 0.250
H -2.4024 1.3330 1.7004 -0.02 -0.03 -0.15 0.259
H -2.7466 2.0955 0.1369 0.02 -0.13 0.09 0.232
H -2.5245 -0.9190 -1.7980 -0.09 0.09 0.08 0.241
H -2.5576 0.8432 -1.8827 -0.07 -0.10 0.05 0.235
H -4.8690 -0.8149 -1.8490 -0.04 0.01 0.20 0.255
H -4.8629 0.9288 -1.5830 -0.03 -0.10 0.17 0.244
H -5.8498 -0.3230 0.2386 0.10 0.04 -0.01 0.462
H -4.4252 -2.2769 0.0722 -0.10 0.20 0.00 0.244
H -4.5929 -1.6467 1.7148 -0.05 0.13 -0.13 0.256
H -2.1291 -2.0182 0.3418 -0.14 0.16 0.09 0.249
H -2.3173 -1.0668 1.8101 0.02 0.03 -0.11 0.262
```
Positions in Å, forces in eV/Å.

The total charge is +2. The energy above the lowest of the compared OMol25 structures with the same formula, charge and spin comes out at 1.239 eV. The HOMO-LUMO gap (alpha / beta) comes out at 6.92 / 6.95 eV. The spin multiplicity is 1. Its molar mass is 632.0 g mol⁻¹. The HOMO energy (alpha / beta) comes out at -13.98 / -13.99 eV.

=====

Entry 2:
Molecular formula: C39H82IN6O12PS2
Method: DFT, ωB97M-V/def2-TZVPD

Geometry as XYZ:
```
143
Properties=species:S:1:pos:R:3:forces:R:3:lowdin_charge:R:1
C 5.6590 1.6449 3.5958 -0.15 -0.09 -0.32 -0.058
C 4.7054 1.3648 2.4317 0.21 0.27 0.61 -0.178
C 3.5923 2.3338 2.4351 0.97 -1.27 -0.14 -0.158
C 3.6914 3.5638 2.0066 0.37 0.56 -0.92 -0.293
P 5.1633 4.2940 1.2944 0.81 0.73 0.62 0.415
S 6.3201 5.1352 2.6028 0.06 0.02 0.00 0.167
C 2.5617 4.4587 2.0968 -0.43 -0.65 0.45 -0.512
O 2.6729 5.6109 1.8480 0.31 2.58 -0.72 0.059
C 1.2736 3.9149 2.5138 -0.80 1.62 -0.29 -0.562
I -0.3637 5.1736 2.4292 -0.01 0.14 -0.05 1.044
C 1.1730 2.6869 2.9227 -1.11 -0.64 0.93 -0.278
N -0.0717 2.1218 3.2993 1.22 0.70 1.93 0.103
C -0.6261 1.6535 2.3610 -0.70 -0.81 -1.40 -0.790
S -1.1391 1.1237 1.0153 -0.83 -0.58 -0.90 0.839
C 2.3374 1.8197 2.9720 0.03 2.25 -0.67 -0.317
O 2.2590 0.7341 3.3955 -0.42 -3.82 1.48 0.197
H 5.8296 0.7556 4.1565 0.24 -0.72 0.42 0.071
H 6.5897 2.0373 3.2564 0.76 0.31 -0.21 0.049
H 5.2359 2.3679 4.2530 -0.26 0.61 0.64 0.071
H 5.2066 1.4285 1.4958 0.50 -0.15 -0.80 0.088
H 4.3130 0.3878 2.5726 -0.37 -0.83 -0.23 0.101
H 5.7722 3.2863 0.5511 -0.15 -0.24 -0.23 -0.006
H 4.6449 5.1613 0.3415 -0.15 -0.06 -0.35 -0.005
C -1.4216 -7.0187 2.6154 -0.05 0.01 -0.07 -0.108
O -2.0233 -5.8059 2.2091 0.07 -0.24 0.07 -0.215
C -2.1188 -4.8275 3.2373 -0.50 -0.04 0.03 -0.218
C -1.2387 -3.6607 2.9133 0.11 0.09 -0.15 -0.218
N 0.1567 -4.0368 2.9996 0.03 0.03 0.04 -0.041
C 1.0432 -3.0292 2.4496 0.38 -0.26 -0.09 -0.195
C 0.9364 -2.7280 0.9598 0.03 0.27 -0.05 -0.223
O 1.3361 -3.7897 0.1129 -0.07 -0.03 0.06 -0.173
C 0.3234 -4.7275 -0.1993 0.11 -0.05 -0.09 -0.091
H -1.5118 -7.7187 1.7877 0.00 0.00 -0.04 0.089
H -0.3594 -6.8884 2.8504 -0.03 -0.04 0.08 0.083
H -1.9319 -7.4403 3.4862 0.04 -0.02 0.03 0.089
H -1.8847 -5.2607 4.2124 0.14 -0.01 0.01 0.126
H -3.1554 -4.4834 3.2678 -0.07 -0.07 0.05 0.112
H -1.4422 -2.8423 3.6108 0.05 0.02 0.01 0.133
H -1.5040 -3.3206 1.9029 -0.12 0.13 0.13 0.090
H 0.2946 -4.8982 2.4892 0.00 -0.07 -0.01 0.072
H 2.0651 -3.3568 2.6495 0.09 0.07 -0.02 0.121
H 0.8960 -2.1044 2.9996 -0.04 0.28 0.12 0.111
H 1.6277 -1.9087 0.7531 0.06 0.07 -0.04 0.111
H -0.0622 -2.3717 0.6761 -0.03 -0.09 0.02 0.105
H -0.6652 -4.2607 -0.2277 -0.02 0.00 0.04 0.083
H 0.3121 -5.5642 0.5064 -0.10 0.04 0.02 0.073
H 0.5442 -5.1320 -1.1867 0.01 0.01 -0.03 0.088
C 11.6952 2.4696 7.3240 0.04 0.05 -0.05 -0.117
O 12.6238 2.4914 6.2592 -0.16 0.00 0.09 -0.194
C 13.0741 1.2084 5.8504 0.33 0.03 -0.05 -0.223
C 12.5845 0.8838 4.4607 -0.21 0.09 -0.08 -0.219
N 11.1457 0.6645 4.4524 0.08 0.03 -0.08 -0.050
C 10.5579 0.5661 3.1216 -0.10 -0.10 0.18 -0.202
C 10.5969 1.7991 2.2297 -0.01 -0.10 -0.27 -0.233
O 9.8033 2.8699 2.6913 0.03 0.01 0.07 -0.190
C 10.4271 3.7437 3.6131 -0.23 0.09 -0.03 -0.096
H 11.5186 3.5008 7.6211 0.00 0.04 -0.02 0.088
H 10.7399 2.0229 7.0257 0.02 -0.05 0.07 0.081
H 12.0927 1.9221 8.1838 -0.04 -0.03 0.02 0.087
H 12.7683 0.4373 6.5616 -0.10 -0.01 0.01 0.122
H 14.1669 1.2385 5.8368 0.02 -0.02 0.03 0.121
H 13.0835 -0.0232 4.1083 0.01 -0.01 -0.04 0.123
H 12.8816 1.7148 3.8048 0.13 -0.07 0.00 0.109
H 10.6999 1.4269 4.9431 -0.05 0.04 0.06 0.069
H 9.5086 0.2936 3.2553 -0.04 -0.03 -0.05 0.114
H 11.0360 -0.2642 2.5923 0.04 0.00 -0.02 0.118
H 10.1710 1.5098 1.2651 0.00 0.01 -0.02 0.120
H 11.6202 2.1378 2.0258 0.03 0.02 0.12 0.112
H 11.5027 3.8192 3.4372 0.05 -0.05 0.03 0.089
H 10.2465 3.4387 4.6483 0.12 -0.01 0.01 0.074
H 9.9808 4.7278 3.4786 -0.02 0.03 -0.03 0.084
C -8.5724 -1.0786 -0.9553 0.14 0.29 -0.02 -0.118
O -7.9156 -1.1010 0.3036 0.02 -0.32 -0.43 -0.178
C -8.1316 -2.3558 0.9226 -0.11 -0.12 0.53 -0.234
C -6.8793 -3.1883 1.0996 0.17 0.35 -0.15 -0.219
N -6.3126 -3.6530 -0.1588 0.06 0.06 0.41 -0.049
C -5.0206 -4.3151 0.0309 -0.12 0.11 -0.70 -0.190
C -3.8196 -3.5633 0.5992 0.08 0.25 0.18 -0.227
O -3.2209 -2.5402 -0.1975 -0.08 0.05 0.08 -0.192
C -3.7974 -1.2422 -0.1313 0.10 0.01 -0.26 -0.103
H -8.5038 -0.0826 -1.3747 0.09 0.10 0.04 0.076
H -8.1121 -1.7841 -1.6573 -0.09 0.00 0.00 0.083
H -9.6295 -1.3328 -0.8336 -0.02 0.02 -0.12 0.092
H -8.8836 -2.9098 0.3552 0.05 -0.18 0.08 0.116
H -8.5378 -2.1611 1.9192 -0.06 -0.03 0.04 0.122
H -7.1455 -4.0531 1.7141 0.08 -0.04 0.01 0.124
H -6.1458 -2.5845 1.6545 -0.17 -0.02 0.20 0.106
H -6.2168 -2.8586 -0.7748 0.12 0.11 -0.15 0.087
H -4.7294 -4.7094 -0.9452 0.08 -0.10 0.01 0.120
H -5.1919 -5.1745 0.6858 0.07 -0.03 0.02 0.121
H -3.0382 -4.3116 0.7234 -0.01 -0.04 -0.01 0.091
H -4.0348 -3.1665 1.5990 -0.05 0.10 -0.03 0.106
H -4.2940 -1.0475 0.8223 -0.06 -0.14 0.06 0.088
H -4.5156 -1.1236 -0.9474 -0.12 0.16 0.11 0.082
H -3.0168 -0.4654 -0.2516 -0.25 -0.65 -0.04 0.027
C -10.0445 3.8750 -6.7700 -0.06 -0.04 0.03 -0.117
O -10.8044 2.7143 -7.0399 0.13 0.13 0.10 -0.195
C -10.2396 1.8642 -8.0269 -0.25 -0.10 -0.21 -0.221
C -9.7970 0.5564 -7.4185 0.11 0.01 0.23 -0.218
N -8.6439 0.7519 -6.5508 -0.07 -0.01 -0.05 -0.049
C -8.2860 -0.4117 -5.7506 0.21 0.22 -0.08 -0.202
C -9.2855 -0.8724 -4.7085 -0.02 -0.45 0.14 -0.226
O -9.4696 0.0261 -3.6326 -0.09 0.13 -0.13 -0.204
C -10.4285 1.0477 -3.8410 0.09 0.01 0.19 -0.087
H -10.6291 4.4958 -6.0950 -0.04 0.00 0.03 0.088
H -9.0892 3.6367 -6.2871 0.02 0.05 -0.08 0.081
H -9.8508 4.4422 -7.6851 0.05 0.01 0.00 0.088
H -9.4110 2.3556 -8.5433 0.07 0.01 0.07 0.123
H -11.0199 1.6595 -8.7644 -0.01 0.02 -0.04 0.122
H -9.5267 -0.1382 -8.2186 0.00 -0.04 0.01 0.124
H -10.6566 0.1365 -6.8771 -0.06 -0.04 -0.15 0.108
H -8.8373 1.5232 -5.9262 0.03 0.05 0.00 0.069
H -7.3539 -0.1758 -5.2325 0.04 -0.04 0.01 0.120
H -8.0711 -1.2460 -6.4259 -0.04 -0.01 0.00 0.120
H -8.8868 -1.7863 -4.2599 -0.01 -0.02 0.02 0.119
H -10.2513 -1.1423 -5.1520 -0.04 0.11 -0.01 0.113
H -11.2328 0.7207 -4.5033 0.01 0.01 -0.07 0.090
H -9.9719 1.9572 -4.2417 -0.07 -0.01 -0.10 0.075
H -10.8564 1.2958 -2.8703 -0.02 -0.02 0.04 0.089
C -0.0596 3.0629 -4.4077 -0.01 -0.07 0.29 -0.113
O -0.3785 2.0275 -3.4939 -0.03 0.27 -0.22 -0.201
C -0.2380 0.7117 -4.0137 -0.38 -0.18 0.14 -0.215
C 0.9090 0.0260 -3.3265 0.24 0.01 0.01 -0.214
N 2.1612 0.6368 -3.7429 0.00 -0.11 -0.01 -0.045
C 3.3193 0.2441 -2.9586 0.07 0.01 -0.16 -0.196
C 3.3117 0.6709 -1.5034 0.33 -0.28 0.21 -0.226
O 3.3817 2.0752 -1.3352 -0.25 0.19 0.13 -0.186
C 2.1269 2.7434 -1.3955 0.31 0.10 0.20 -0.076
H -0.3190 4.0057 -3.9279 0.00 -0.02 0.01 0.091
H 1.0115 3.0767 -4.6469 -0.11 0.02 -0.14 0.080
H -0.6374 2.9696 -5.3269 0.00 -0.01 -0.15 0.088
H -0.1011 0.7168 -5.0980 0.08 0.09 -0.02 0.125
H -1.1619 0.1685 -3.7943 -0.03 0.05 -0.03 0.123
H 0.9225 -1.0360 -3.5859 0.01 -0.02 0.02 0.128
H 0.7357 0.1090 -2.2430 -0.07 -0.13 -0.03 0.104
H 2.0678 1.6399 -3.6752 -0.01 0.01 -0.10 0.060
H 4.1982 0.6865 -3.4322 0.06 -0.02 0.03 0.121
H 3.4433 -0.8413 -3.0144 -0.07 -0.03 0.03 0.122
H 4.2091 0.2599 -1.0327 0.02 0.06 0.04 0.120
H 2.4574 0.2591 -0.9515 -0.07 0.08 -0.05 0.105
H 1.3190 2.1080 -1.0239 -0.05 0.01 -0.08 0.075
H 1.8922 3.0863 -2.4060 -0.07 -0.04 0.09 0.070
H 2.1958 3.6258 -0.7571 0.01 0.04 0.02 0.083
```
Positions in Å, forces in eV/Å.

Its SMILES is CCC1=C([PH2]=S)C(=O)C(I)=C(N=C=S)C1=O.COCCNCCOC.COCCNCCOC.COCCNCCOC.COCCNCCOC.COCCNCCOC. The energy above the lowest of the compared OMol25 structures with the same formula, charge and spin comes out at 0.000 eV. The HOMO-LUMO gap comes out at 6.78 eV. The spin multiplicity is 1. Its molar mass is 1049.1 g mol⁻¹. The HOMO energy comes out at -8.59 eV.